DFT (wB97M-V/def2-TZVPD) results for the molecule C2HCl3O2S in a non-equilibrium geometry.

```
9
Properties=species:S:1:pos:R:3:lowdin_charge:R:1
O -1.243 -1.194 -1.320 -0.33
S -1.217 -0.500 -0.070 0.62
O -1.336 -1.316 1.127 -0.35
C 0.201 0.608 -0.047 -0.92
Cl -0.196 2.247 0.126 0.71
C 1.450 0.120 -0.034 -1.16
Cl 1.652 -1.607 -0.071 0.71
Cl 2.797 1.159 0.216 0.67
H -2.107 0.483 0.073 0.05
```

The value obtained for the HOMO-LUMO gap is 10.0 eV. The SMILES is O=[SH](=O)C(Cl)=C(Cl)Cl. For the energy relative to the best compared isomer or geometry (same formula, charge and spin), the calculation gives 15.6 kcal/mol.

***

DFT (wB97M-V/def2-TZVPD) results for a structure of composition C8H12N2O4 in a non-equilibrium geometry.

```
26
Properties=species:S:1:pos:R:3:lowdin_charge:R:1
C -3.487 -0.886 0.041 -0.19
C -2.183 -0.918 -0.274 -0.15
C -2.710 1.136 0.257 -0.22
C 0.569 1.365 0.730 0.02
C 1.908 0.623 0.755 -0.33
C 1.744 -0.424 -0.265 -0.25
C 0.056 0.949 -0.613 -0.33
C 1.356 -1.923 0.252 -0.20
N -3.763 0.373 0.538 0.03
N -1.696 0.393 -0.268 0.03
O 0.850 -0.001 -1.215 0.06
O 2.931 1.466 0.350 0.01
O -0.221 2.021 -1.450 0.10
O 1.003 -2.707 -0.824 -0.07
H -4.135 -1.795 0.242 0.12
H -1.669 -1.797 -0.690 0.10
H -2.451 2.125 0.572 0.11
H -0.017 0.943 1.542 0.14
H 0.547 2.386 0.677 0.11
H 2.193 0.290 1.678 0.13
H 2.758 -0.585 -0.799 0.19
H 0.659 -1.780 1.046 0.11
H 2.287 -2.255 0.548 0.10
H 3.699 1.387 0.944 0.12
H -0.624 1.783 -2.261 0.10
H 0.394 -2.171 -1.513 0.16
```

The value obtained for the HOMO-LUMO gap is 8.9 eV. For the energy relative to the best compared isomer or geometry (same formula, charge and spin), the calculation gives 26.6 kcal/mol.

***

DFT (wB97M-V/def2-TZVPD) results for a structure of composition C42H48N4O3P3SV.

```
102
Properties=species:S:1:pos:R:3:lowdin_charge:R:1
V 1.072 0.174 -1.113 0.60
C -5.230 2.185 5.355 -0.29
S -3.737 2.735 4.569 1.18
C -2.542 1.464 4.973 -0.39
C -1.435 1.374 3.927 -0.23
C -1.891 0.794 2.593 -0.25
N -0.822 0.832 1.596 -0.45
P -0.617 2.087 0.432 1.06
C -1.544 3.487 1.118 -0.37
C -2.909 3.670 0.878 -0.09
C -3.570 4.769 1.408 -0.07
C -2.877 5.685 2.190 -0.06
C -1.521 5.513 2.431 -0.06
C -0.856 4.426 1.887 -0.11
C -1.607 1.441 -1.016 -0.49
C -1.694 2.291 -2.298 -0.22
C -3.037 2.533 -2.891 0.00
C -4.087 1.820 -2.484 -0.04
C -3.962 0.805 -1.438 -0.04
C -2.835 0.627 -0.745 -0.06
P 0.239 -0.457 1.247 0.97
C 1.594 -0.346 2.440 -0.37
C 2.355 -1.472 2.765 -0.10
C 3.502 -1.341 3.530 -0.04
C 3.913 -0.087 3.966 -0.05
C 3.169 1.037 3.642 -0.06
C 2.015 0.910 2.880 -0.12
C -0.670 -1.962 1.618 -0.36
C -1.387 -2.556 0.581 -0.10
C -2.145 -3.693 0.817 -0.04
C -2.184 -4.244 2.090 -0.04
C -1.475 -3.656 3.130 -0.05
C -0.722 -2.516 2.899 -0.09
H -5.999 2.937 5.205 0.07
H -5.041 2.033 6.421 0.09
H -5.527 1.228 4.918 0.08
H -3.050 0.522 5.185 0.11
H -2.105 1.829 5.916 0.12
H -0.652 0.740 4.350 0.12
H -0.994 2.362 3.779 0.10
H -2.746 1.346 2.194 0.10
H -2.226 -0.241 2.727 0.12
H -3.458 2.968 0.263 0.10
H -4.618 4.924 1.194 0.12
H -3.390 6.549 2.592 0.12
H -0.977 6.242 3.016 0.12
H 0.213 4.320 2.044 0.11
H -1.072 3.191 -2.263 0.15
H -3.127 3.280 -3.668 0.12
H -5.059 1.979 -2.930 0.12
H -4.829 0.194 -1.224 0.12
H -2.770 -0.128 0.028 0.09
H 2.046 -2.457 2.436 0.10
H 4.077 -2.219 3.790 0.12
H 4.810 0.011 4.561 0.12
H 3.484 2.013 3.987 0.12
H 1.439 1.793 2.630 0.08
H -1.353 -2.127 -0.413 0.07
H -2.694 -4.154 0.007 0.12
H -2.762 -5.140 2.272 0.12
H -1.504 -4.093 4.119 0.12
H -0.162 -2.067 3.710 0.11
N 2.204 1.862 -4.431 0.24
C 2.377 2.262 -3.173 -0.57
N 2.786 3.517 -2.935 0.21
O 2.161 1.490 -2.197 -0.13
H 2.433 2.454 -5.212 0.14
H 1.962 0.902 -4.618 0.08
H 3.073 4.141 -3.670 0.13
H 2.954 3.786 -1.983 0.13
O 3.057 -0.120 -0.208 -0.09
H 3.392 0.480 0.473 0.09
H 3.764 -0.221 -0.858 0.09
C -0.476 -2.371 -3.151 -0.22
P 1.166 -1.900 -2.517 0.98
C 2.161 -1.607 -4.007 -0.38
C 1.575 -1.376 -5.252 -0.10
C 2.375 -1.121 -6.361 -0.06
C 3.757 -1.093 -6.235 -0.05
C 4.346 -1.332 -4.998 -0.05
C 3.552 -1.589 -3.892 -0.09
C 1.834 -3.405 -1.789 -0.37
C 2.271 -3.406 -0.470 -0.11
C 2.771 -4.568 0.100 -0.06
C 2.833 -5.733 -0.649 -0.04
C 2.399 -5.738 -1.971 -0.04
C 1.905 -4.580 -2.542 -0.07
H -0.381 -3.080 -3.974 0.06
H -1.036 -1.496 -3.481 0.04
H -1.023 -2.861 -2.347 0.04
H 0.501 -1.398 -5.376 0.11
H 1.912 -0.961 -7.325 0.12
H 4.376 -0.905 -7.101 0.12
H 5.423 -1.340 -4.901 0.12
H 4.027 -1.825 -2.944 0.11
H 2.232 -2.497 0.118 0.05
H 3.120 -4.568 1.124 0.11
H 3.226 -6.639 -0.210 0.12
H 2.453 -6.647 -2.554 0.12
H 1.588 -4.591 -3.577 0.12
O -0.938 1.233 -2.983 -0.04
N -0.569 0.676 -1.750 -0.19
```

Its multiplicity is 4. The value obtained for the HOMO-LUMO gap (spin up / spin down) is 7.9 / 4.0 eV. The net charge is +3.

***

no.,energy (eV)
1,-54585.448
2,-19657.553
3,-120802.020